(1)
C40H48BF2N4O5PTa | the ωB97M-V functional and the def2-TZVPD basis

HOMO-LUMO gap	6.094	eV
net charge	+3
DFT total energy	-75389.79928	eV
spin multiplicity	1
HOMO energy	-16.322	eV
LUMO level	-0.376	Eh

Element x y z (Å)
1 Ta 0.22 0.37 0.14
2 O -3.28 -5.42 5.32
3 C -3.20 -5.11 4.02
4 O -3.89 -5.62 3.20
5 C -2.21 -4.05 3.61
6 C -1.47 -4.26 2.45
7 C -0.67 -3.26 1.92
8 C -0.63 -2.02 2.55
9 C -1.35 -1.80 3.72
10 C -2.13 -2.82 4.26
11 N 0.21 -0.92 2.10
12 C 1.00 -0.50 3.02
13 C 1.78 0.72 2.84
14 C 2.67 1.16 3.79
15 C 3.41 2.31 3.53
16 C 3.22 2.96 2.32
17 C 2.29 2.46 1.42
18 N 1.56 1.36 1.67
19 H -2.56 -5.03 5.84
20 H -1.53 -5.22 1.96
21 H -0.05 -3.51 1.07
22 H -1.33 -0.83 4.20
23 H -2.71 -2.63 5.15
24 H 1.09 -1.05 3.95
25 H 2.80 0.60 4.71
26 H 4.12 2.69 4.25
27 H 3.77 3.85 2.06
28 H 2.13 2.94 0.47
29 O 2.47 0.12 -0.43
30 C 2.86 -0.03 -1.87
31 C 1.55 0.21 -2.60
32 O 1.29 0.18 -3.74
33 O 0.56 0.58 -1.66
34 C 3.39 -1.44 -2.07
35 C 2.83 -2.34 -2.97
36 C 3.34 -3.63 -3.04
37 C 4.38 -4.03 -2.22
38 C 4.95 -3.12 -1.34
39 C 4.46 -1.83 -1.27
40 C 3.81 1.10 -2.23
41 C 3.41 2.41 -1.96
42 C 4.22 3.48 -2.31
43 C 5.43 3.24 -2.95
44 C 5.82 1.94 -3.24
45 C 5.01 0.87 -2.89
46 H 3.16 -0.32 0.10
47 H 2.03 -2.05 -3.63
48 H 2.91 -4.33 -3.75
49 H 4.77 -5.04 -2.29
50 H 5.79 -3.42 -0.72
51 H 4.95 -1.11 -0.61
52 H 2.44 2.60 -1.50
53 H 3.90 4.49 -2.11
54 H 6.06 4.07 -3.23
55 H 6.75 1.76 -3.76
56 H 5.31 -0.13 -3.15
57 C -3.24 -2.55 -0.97
58 C -3.62 -1.36 -0.10
59 C -3.94 -1.86 1.30
60 P -2.50 0.13 -0.24
61 C -3.20 1.40 0.92
62 C -4.72 1.45 1.07
63 C -2.55 1.24 2.29
64 C -2.74 0.77 -1.96
65 C -2.18 -0.13 -3.07
66 C -4.17 1.20 -2.31
67 H -4.03 -3.30 -0.88
68 H -2.32 -3.02 -0.62
69 H -3.13 -2.32 -2.03
70 H -4.52 -0.90 -0.52
71 H -3.14 -2.49 1.67
72 H -4.83 -2.49 1.23
73 H -4.15 -1.09 2.03
74 H -2.87 2.34 0.48
75 H -5.12 0.57 1.57
76 H -5.25 1.55 0.12
77 H -4.98 2.32 1.67
78 H -2.88 0.33 2.79
79 H -2.80 2.08 2.94
80 H -1.45 1.18 2.25
81 H -2.15 1.69 -1.93
82 H -2.97 -0.76 -3.47
83 H -1.37 -0.78 -2.75
84 H -1.81 0.48 -3.89
85 H -4.88 0.38 -2.23
86 H -4.18 1.52 -3.35
87 H -4.52 2.04 -1.71
88 C -0.30 3.20 -2.64
89 C -0.47 3.42 -1.18
90 N -0.39 2.60 -0.11
91 C -0.60 3.41 1.01
92 C -0.80 4.68 0.63
93 N -0.71 4.67 -0.74
94 H -0.10 2.18 -2.92
95 H 0.52 3.83 -3.01
96 H -1.21 3.52 -3.16
97 H -0.60 3.02 2.02
98 H -0.99 5.58 1.19
99 H -0.81 5.47 -1.35
100 F 1.43 -2.47 -0.06
101 B 0.38 -1.84 -0.59
102 F -0.27 -2.47 -1.54

Here are the Löwdin charges for atoms 1 to 4, given in e: 1.810, 0.164, -0.482, 0.171

=====

(2)
C40H48BiBr2N7O3S3Si2 | the ωB97M-V functional and the def2-TZVPD basis

HOMO-LUMO gap	5.525	eV
net charge	-2
DFT total energy	-253021.63115	eV
spin multiplicity	1
HOMO energy	-1.990	eV
LUMO level	0.130	Eh

Element x y z (Å)
1 Bi -0.81 0.23 -0.25
2 O 1.78 0.47 3.59
3 C 1.68 -0.88 3.61
4 C 1.55 -1.42 4.91
5 C 1.25 -2.75 5.12
6 C 1.09 -3.58 4.01
7 C 1.30 -3.07 2.78
8 C 1.60 -1.73 2.55
9 C 1.73 -1.16 1.15
10 O 1.07 0.04 0.97
11 N 3.19 -0.97 0.92
12 N 3.44 -0.59 -0.37
13 C 4.30 0.33 -0.61
14 C 4.59 0.78 -1.97
15 Br 4.25 2.64 -2.10
16 C 5.17 0.15 -2.96
17 C 5.77 -1.17 -3.03
18 C 6.62 -1.35 -4.07
19 C 7.29 -2.58 -4.33
20 C 7.03 -3.66 -3.52
21 C 6.15 -3.48 -2.47
22 C 5.51 -2.26 -2.18
23 H 1.58 0.83 2.71
24 H 1.64 -0.70 5.69
25 H 1.04 -3.15 6.08
26 H 0.82 -4.63 4.04
27 H 1.15 -3.69 1.87
28 H 1.45 -1.87 0.36
29 H 3.65 -0.35 1.64
30 H 4.86 0.80 0.22
31 H 5.41 0.73 -3.86
32 H 6.87 -0.51 -4.66
33 H 7.99 -2.71 -5.17
34 H 7.44 -4.65 -3.66
35 H 5.99 -4.41 -1.94
36 H 4.79 -2.30 -1.36
37 C 0.67 0.00 -3.10
38 Si 0.17 -1.71 -2.67
39 C -0.93 -2.36 -4.01
40 C 1.65 -2.89 -2.51
41 N -0.65 -1.64 -1.17
42 C -1.12 -2.67 -0.39
43 C -0.89 -4.01 -0.61
44 C -1.44 -5.01 0.16
45 C -2.07 -4.66 1.34
46 C -2.23 -3.30 1.64
47 C -1.86 -2.33 0.78
48 N -1.98 -0.97 1.07
49 Si -3.14 -0.33 2.19
50 C -2.82 -0.97 3.95
51 C -3.01 1.48 2.01
52 C -4.85 -0.82 1.61
53 H 1.24 -0.07 -4.00
54 H 1.31 0.43 -2.32
55 H -0.17 0.72 -3.22
56 H -0.78 -1.93 -4.96
57 H -2.03 -2.08 -3.84
58 H -0.94 -3.46 -4.09
59 H 2.39 -2.77 -3.31
60 H 1.33 -3.95 -2.53
61 H 2.18 -2.72 -1.57
62 H -0.32 -4.25 -1.49
63 H -1.32 -6.01 -0.18
64 H -2.45 -5.37 2.08
65 H -2.62 -3.04 2.64
66 H -1.72 -1.26 4.04
67 H -3.44 -1.86 4.10
68 H -2.98 -0.25 4.74
69 H -2.03 1.92 1.92
70 H -3.57 2.02 2.81
71 H -3.50 1.76 1.06
72 H -4.95 -1.88 1.64
73 H -4.81 -0.48 0.53
74 H -5.69 -0.22 2.01
75 Br -4.61 0.75 -6.19
76 C -3.93 1.46 -4.50
77 C -3.91 2.82 -4.35
78 C -3.32 3.38 -3.26
79 C -2.83 2.49 -2.29
80 N -2.91 1.18 -2.41
81 C -3.47 0.65 -3.49
82 H -4.30 3.43 -5.11
83 H -3.30 4.44 -3.05
84 H -2.27 2.82 -1.45
85 H -3.52 -0.42 -3.51
86 C -3.74 4.52 0.42
87 O -4.52 4.93 -0.70
88 C -5.66 4.28 -1.01
89 S -6.33 4.86 -2.46
90 S -6.26 3.06 0.01
91 H -2.77 5.08 0.30
92 H -3.52 3.45 0.36
93 H -4.29 4.72 1.34
94 C -1.00 4.60 4.65
95 C 0.01 4.67 3.54
96 C 1.22 5.34 3.69
97 C 1.93 5.44 2.51
98 N 1.65 4.84 1.36
99 C 0.53 4.09 1.33
100 S 0.10 3.18 -0.04
101 N -0.32 3.99 2.41
102 H -2.04 4.52 4.26
103 H -1.02 5.48 5.33
104 H -0.86 3.67 5.23
105 H 1.56 5.86 4.54
106 H 2.83 5.95 2.45

Here are the Löwdin charges for atoms 1 to 4, given in e: 1.718, 0.057, -0.288, -0.016

=====

(3)
C40H49AuI2N4O6SSi | the ωB97M-V functional and the def2-TZVPD basis

<S²>	2.0470
HOMO-LUMO gap (alpha / beta)	6.983 / 4.281	eV
net charge	0
DFT total energy	-99132.03276	eV
spin multiplicity	3
HOMO energy (alpha / beta)	-7.296 / -7.470	eV
energy relative to the best compared isomer or geometry (same formula, charge and spin)	36.7	kcal per mole
LUMO level (alpha / beta)	-0.011 / -0.117	Eh

Element x y z (Å)
1 Au 0.65 -0.59 1.75
2 I 3.81 0.07 8.86
3 C 2.91 0.30 7.01
4 C 1.96 1.32 6.84
5 C 1.37 1.46 5.62
6 I -0.07 2.91 5.30
7 C 1.72 0.60 4.49
8 O 1.18 0.81 3.39
9 C 2.71 -0.46 4.72
10 C 3.11 -1.43 3.63
11 N 1.97 -2.18 3.12
12 C 1.23 -2.96 4.10
13 C -0.13 -2.37 4.48
14 C -0.77 -2.82 5.63
15 C -2.02 -2.30 5.94
16 C -2.58 -1.34 5.11
17 C -1.88 -0.95 3.99
18 N -0.68 -1.47 3.68
19 C 3.27 -0.57 5.96
20 H 1.69 1.97 7.66
21 H 3.89 -2.09 4.04
22 H 3.55 -0.87 2.80
23 H 2.21 -2.79 2.34
24 H 1.81 -3.10 5.02
25 H 1.04 -3.95 3.67
26 H -0.30 -3.56 6.27
27 H -2.54 -2.64 6.83
28 H -3.55 -0.91 5.33
29 H -2.26 -0.20 3.31
30 H 4.00 -1.35 6.14
31 C 0.90 5.19 0.29
32 C -0.49 4.70 -0.09
33 C -1.23 4.17 1.13
34 C -1.30 5.81 -0.74
35 O -0.40 3.67 -1.09
36 Si 0.58 2.39 -1.37
37 S 1.14 1.42 0.42
38 O 1.92 3.01 -2.08
39 C 3.19 2.48 -2.46
40 C 4.19 2.64 -1.32
41 C 3.64 3.32 -3.65
42 C 3.07 1.02 -2.88
43 O -0.20 1.37 -2.37
44 C -1.16 1.60 -3.42
45 C -1.02 0.40 -4.35
46 C -2.54 1.62 -2.78
47 C -0.88 2.89 -4.19
48 H 0.83 6.06 0.95
49 H 1.46 5.47 -0.61
50 H 1.45 4.40 0.81
51 H -1.34 4.96 1.88
52 H -0.69 3.34 1.58
53 H -2.23 3.81 0.84
54 H -1.41 6.66 -0.05
55 H -2.29 5.44 -1.02
56 H -0.79 6.16 -1.64
57 H 4.27 3.70 -1.05
58 H 5.18 2.29 -1.63
59 H 3.86 2.08 -0.45
60 H 3.71 4.37 -3.36
61 H 2.91 3.24 -4.47
62 H 4.61 2.98 -4.01
63 H 2.74 0.40 -2.03
64 H 4.03 0.64 -3.23
65 H 2.33 0.91 -3.68
66 H -1.14 -0.52 -3.77
67 H -0.03 0.39 -4.81
68 H -1.78 0.44 -5.14
69 H -2.68 0.72 -2.18
70 H -3.32 1.67 -3.55
71 H -2.63 2.50 -2.13
72 H 0.14 2.87 -4.58
73 H -0.98 3.76 -3.53
74 H -1.58 2.99 -5.02
75 O 1.24 -3.90 1.00
76 C 0.36 -3.36 0.34
77 N -0.47 -4.03 -0.52
78 C -1.27 -3.14 -1.34
79 C -0.96 -1.79 -0.61
80 O -1.54 -0.76 -0.85
81 N 0.03 -2.02 0.32
82 C -2.75 -3.52 -1.21
83 C -3.41 -4.26 -2.18
84 C -4.75 -4.62 -2.00
85 C -5.42 -4.27 -0.84
86 C -4.74 -3.56 0.15
87 C -3.42 -3.19 -0.04
88 C -0.73 -3.00 -2.77
89 C 0.62 -3.26 -3.03
90 C 1.14 -3.07 -4.31
91 C 0.33 -2.62 -5.34
92 C -1.01 -2.34 -5.08
93 C -1.52 -2.51 -3.80
94 H -0.28 -4.99 -0.76
95 H -2.90 -4.57 -3.08
96 H -5.26 -5.19 -2.77
97 H -6.46 -4.54 -0.71
98 H -5.25 -3.29 1.07
99 H -2.90 -2.64 0.74
100 H 1.27 -3.61 -2.25
101 H 2.19 -3.26 -4.49
102 H 0.73 -2.47 -6.33
103 H -1.65 -1.98 -5.87
104 H -2.55 -2.24 -3.60

Here are the Löwdin charges for atoms 1 to 4, given in e: 0.821, 0.952, -0.704, -0.225

=====

(4)
C40H49BCrN5O3PSSb2Se2 | the ωB97M-V functional and the def2-TZVPD basis

<S²>	3.8623
HOMO-LUMO gap (alpha / beta)	7.084 / 7.342	eV
net charge	+1
DFT total energy	-248857.39315	eV
spin multiplicity	4
HOMO energy (alpha / beta)	-9.792 / -9.839	eV
energy relative to the best compared isomer or geometry (same formula, charge and spin)	49.9	kcal per mole
LUMO level (alpha / beta)	-0.100 / -0.092	Eh

Element x y z (Å)
1 Cr -0.78 -0.43 0.19
2 Se 0.36 1.72 -0.26
3 P -1.51 2.46 0.58
4 Se -3.04 0.98 0.14
5 C -1.33 2.77 2.38
6 C -0.11 3.24 2.84
7 C 0.05 3.52 4.18
8 C -1.00 3.32 5.06
9 C -2.22 2.85 4.60
10 C -2.40 2.58 3.25
11 C -1.88 4.13 -0.04
12 C -3.09 4.72 0.28
13 C -3.30 6.05 -0.04
14 C -2.30 6.78 -0.67
15 C -1.11 6.17 -1.02
16 C -0.89 4.84 -0.71
17 H 0.71 3.37 2.14
18 H 0.99 3.90 4.54
19 H -0.86 3.53 6.11
20 H -3.03 2.66 5.29
21 H -3.34 2.20 2.89
22 H -3.86 4.13 0.78
23 H -4.24 6.52 0.22
24 H -2.46 7.82 -0.90
25 H -0.34 6.74 -1.53
26 H 0.03 4.34 -0.98
27 C 4.80 1.86 -1.99
28 Sb 3.43 0.53 -0.91
29 C 3.66 1.57 0.98
30 C 5.04 -0.88 -0.41
31 C 4.93 -2.04 -1.32
32 C 5.66 -2.07 -2.50
33 C 5.51 -3.11 -3.40
34 C 4.62 -4.14 -3.13
35 C 3.90 -4.12 -1.95
36 C 4.05 -3.08 -1.03
37 C 3.29 -3.14 0.22
38 Sb 1.36 -2.09 0.25
39 C 0.89 -3.29 2.02
40 C 0.60 -3.41 -1.30
41 H 5.67 2.03 -1.37
42 H 4.33 2.81 -2.22
43 H 5.12 1.38 -2.92
44 H 4.67 1.44 1.36
45 H 2.93 1.17 1.68
46 H 3.45 2.62 0.82
47 H 4.92 -1.16 0.63
48 H 5.98 -0.35 -0.54
49 H 6.35 -1.27 -2.71
50 H 6.08 -3.12 -4.32
51 H 4.50 -4.95 -3.82
52 H 3.23 -4.93 -1.71
53 H 3.83 -2.76 1.08
54 H 2.97 -4.16 0.43
55 H 0.30 -4.16 1.72
56 H 0.30 -2.69 2.71
57 H 1.81 -3.60 2.50
58 H 0.72 -4.45 -1.00
59 H 1.17 -3.23 -2.21
60 H -0.45 -3.19 -1.47
61 O 0.91 0.00 2.51
62 B -0.45 -0.20 2.18
63 O -1.20 -0.22 3.34
64 C -0.34 0.01 4.38
65 C -0.60 0.15 5.72
66 C 0.47 0.46 6.54
67 C 1.76 0.61 6.03
68 C 2.02 0.46 4.68
69 C 0.95 0.16 3.86
70 H -1.60 0.03 6.11
71 H 0.31 0.59 7.60
72 H 2.56 0.86 6.71
73 H 3.02 0.58 4.28
74 C -5.63 -1.61 -2.51
75 C -5.15 -2.39 -1.34
76 C -5.89 -3.32 -0.67
77 C -5.31 -3.99 0.44
78 N -4.09 -3.71 0.83
79 C -3.38 -2.78 0.20
80 S -1.85 -2.39 0.80
81 N -3.89 -2.15 -0.91
82 C -6.09 -4.98 1.23
83 H -6.66 -1.85 -2.74
84 H -5.02 -1.82 -3.38
85 H -5.55 -0.54 -2.29
86 H -6.90 -3.56 -0.98
87 H -3.30 -1.47 -1.38
88 H -6.58 -5.69 0.57
89 H -6.85 -4.46 1.81
90 H -5.44 -5.50 1.93
91 C -0.14 0.99 -6.27
92 N -0.13 0.54 -4.90
93 C -1.21 -0.15 -4.25
94 C -0.63 -0.33 -2.86
95 O -1.25 -0.82 -1.90
96 N 0.63 0.12 -2.83
97 C 0.89 0.65 -4.03
98 N 2.04 1.23 -4.32
99 H -0.96 0.50 -6.79
100 H 0.79 0.70 -6.77
101 H -0.27 2.07 -6.33
102 H -1.41 -1.12 -4.72
103 H -2.14 0.43 -4.23
104 H 2.74 1.32 -3.60
105 H 2.19 1.65 -5.22

Here are the Löwdin charges for atoms 1 to 4, given in e: -0.182, 0.479, 0.307, 0.465